No. 1
Density functional theory data (ωB97M-V with the def2-TZVPD basis set) for a structure of composition C44H35IrN5P2SSe2.

Each line ends with the Löwdin charge.
Geometry (Å):
Ir -2.279 -0.471 0.045  0.751
Se 4.423 -0.785 1.257  0.659
P 3.505 1.095 0.582  0.707
C 4.181 1.635 -0.972  -0.380
C 5.412 2.299 -1.000  -0.085
C 5.980 2.632 -2.217  -0.045
C 5.336 2.291 -3.401  -0.043
C 4.132 1.601 -3.372  -0.058
C 3.552 1.264 -2.159  -0.087
C 3.561 2.370 1.825  -0.359
C 3.264 1.996 3.139  -0.096
C 3.291 2.947 4.141  -0.055
C 3.620 4.265 3.840  -0.049
C 3.909 4.637 2.535  -0.054
C 3.880 3.693 1.519  -0.078
C 1.831 0.486 0.369  -0.422
C 0.519 0.884 0.148  -0.388
N -0.208 -0.256 0.190  -0.228
N 0.581 -1.291 0.435  0.001
N 1.806 -0.855 0.546  -0.080
P -0.368 2.414 -0.140  0.724
Se -2.495 1.937 0.061  0.412
C 0.052 3.619 1.111  -0.363
C -0.155 3.257 2.446  -0.094
C -0.038 4.211 3.439  -0.059
C 0.282 5.524 3.109  -0.052
C 0.496 5.883 1.787  -0.053
C 0.372 4.935 0.779  -0.065
C 0.038 3.052 -1.759  -0.350
C -0.907 3.041 -2.783  -0.081
C -0.578 3.570 -4.023  -0.045
C 0.682 4.112 -4.236  -0.041
C 1.629 4.110 -3.219  -0.058
C 1.314 3.578 -1.981  -0.111
H 5.928 2.542 -0.079  0.117
H 6.931 3.147 -2.242  0.120
H 5.784 2.555 -4.350  0.119
H 3.643 1.320 -4.296  0.120
H 2.621 0.712 -2.140  0.112
H 3.034 0.963 3.372  0.095
H 3.067 2.662 5.160  0.119
H 3.654 5.005 4.629  0.120
H 4.167 5.663 2.306  0.119
H 4.112 3.986 0.504  0.100
H -0.425 2.237 2.698  0.112
H -0.216 3.936 4.471  0.119
H 0.351 6.273 3.888  0.119
H 0.739 6.907 1.533  0.118
H 0.504 5.230 -0.252  0.104
H -1.892 2.629 -2.611  0.069
H -1.310 3.565 -4.819  0.118
H 0.926 4.544 -5.198  0.119
H 2.615 4.526 -3.390  0.117
H 2.055 3.577 -1.190  0.098
S -4.617 -0.490 0.032  0.493
C -5.102 -2.179 0.021  -0.667
N -5.115 -2.843 1.193  0.087
C -5.492 -4.125 1.336  -0.030
C -5.903 -4.834 0.238  -0.019
C -5.940 -4.188 -0.993  0.002
C -5.544 -2.865 -1.101  -0.060
H -4.823 -2.314 2.009  0.160
H -5.452 -4.532 2.335  0.146
H -6.215 -5.864 0.338  0.127
H -6.300 -4.721 -1.865  0.131
H -5.579 -2.334 -2.041  0.121
N -2.036 -2.239 -0.013  -0.119
C -1.845 -3.480 -0.051  -0.247
C -1.772 -4.220 1.245  -0.176
C -2.224 -5.534 1.347  -0.049
C -2.194 -6.185 2.572  -0.060
C -1.720 -5.527 3.700  -0.061
C -1.278 -4.214 3.602  -0.059
C -1.309 -3.559 2.381  -0.033
C -1.719 -4.162 -1.372  -0.164
C -0.986 -5.339 -1.499  -0.027
C -0.913 -5.978 -2.728  -0.052
C -1.570 -5.450 -3.829  -0.058
C -2.267 -4.253 -3.716  -0.060
C -2.330 -3.604 -2.495  -0.038
H -2.615 -6.045 0.476  0.117
H -2.539 -7.209 2.644  0.114
H -1.699 -6.036 4.655  0.114
H -0.910 -3.701 4.481  0.112
H -0.947 -2.543 2.290  0.088
H -0.448 -5.739 -0.649  0.122
H -0.339 -6.891 -2.822  0.115
H -1.538 -5.970 -4.779  0.114
H -2.755 -3.825 -4.582  0.112
H -2.868 -2.669 -2.397  0.095

Summary:
2S+1: 2
E_LUMO (alpha / beta): -5.840 / -6.795 eV
frontier orbital gap (alpha / beta): 6.925 / 5.966 eV
molar mass: 1077.95 g/mol
net charge: +2



No. 2
Density functional theory data (ωB97M-V with the def2-TZVPD basis set) for a structure of composition C44H35N4O3S6V.

Each line ends with the Löwdin charge.
Geometry (Å):
V -0.364 -0.609 0.572  0.473
S -0.770 -4.017 -0.757  0.726
C -0.230 -2.330 -0.768  -1.484
S -1.079 -1.136 -1.692  0.730
S 1.348 -1.999 -0.114  0.556
N -0.044 -0.357 -2.783  -0.633
S 0.898 -1.402 -3.551  0.981
N -1.000 -3.333 -3.943  -0.330
S -2.099 -3.918 -3.183  0.595
N -2.221 -4.013 -1.579  -0.671
S -2.901 -1.901 0.735  0.924
N -1.783 -1.200 1.610  -0.455
C -3.775 -3.064 1.780  -0.364
C -4.252 -4.218 1.181  -0.078
C -4.929 -5.146 1.964  -0.083
C -5.100 -4.915 3.322  -0.098
C -4.589 -3.763 3.910  -0.086
C -3.916 -2.829 3.138  -0.071
C -4.233 -0.703 0.546  -0.354
C -4.187 0.491 1.244  -0.074
C -5.178 1.438 1.025  -0.078
C -6.191 1.187 0.109  -0.093
C -6.213 -0.008 -0.600  -0.080
C -5.225 -0.958 -0.390  -0.066
C -3.719 -3.137 -3.451  -0.303
C -3.694 -1.876 -4.019  -0.078
C -4.886 -1.192 -4.222  -0.078
C -6.094 -1.783 -3.878  -0.116
C -6.112 -3.057 -3.321  -0.101
C -4.922 -3.734 -3.099  -0.085
C -2.521 -5.598 -3.743  -0.304
C -2.799 -5.792 -5.090  -0.078
C -3.025 -7.072 -5.570  -0.093
C -2.956 -8.161 -4.708  -0.106
C -2.670 -7.964 -3.366  -0.090
C -2.459 -6.678 -2.878  -0.075
C 2.504 -0.587 -3.522  -0.381
C 2.709 0.496 -2.688  -0.084
C 3.972 1.073 -2.631  -0.078
C 5.010 0.562 -3.394  -0.099
C 4.792 -0.533 -4.223  -0.090
C 3.536 -1.113 -4.288  -0.081
C 0.566 -1.162 -5.295  -0.394
C 0.479 0.124 -5.812  -0.075
C 0.215 0.290 -7.161  -0.089
C 0.043 -0.825 -7.977  -0.099
C 0.122 -2.102 -7.444  -0.080
C 0.378 -2.281 -6.088  -0.109
H -4.055 -4.387 0.126  0.084
H -5.306 -6.056 1.515  0.100
H -5.622 -5.643 3.931  0.095
H -4.711 -3.598 4.973  0.098
H -3.480 -1.935 3.567  0.107
H -3.364 0.662 1.928  0.098
H -5.147 2.380 1.559  0.102
H -6.956 1.934 -0.067  0.096
H -6.985 -0.193 -1.335  0.095
H -5.209 -1.879 -0.964  0.097
H -2.731 -1.455 -4.291  0.094
H -4.871 -0.198 -4.653  0.102
H -7.024 -1.252 -4.046  0.095
H -7.055 -3.519 -3.054  0.099
H -4.923 -4.724 -2.658  0.110
H -2.823 -4.936 -5.755  0.112
H -3.248 -7.223 -6.620  0.096
H -3.125 -9.162 -5.086  0.093
H -2.614 -8.811 -2.693  0.097
H -2.254 -6.499 -1.830  0.092
H 1.878 0.861 -2.099  0.093
H 4.143 1.920 -1.979  0.102
H 5.994 1.011 -3.342  0.095
H 5.603 -0.938 -4.815  0.098
H 3.356 -1.967 -4.930  0.112
H 0.607 0.976 -5.156  0.112
H 0.143 1.286 -7.578  0.097
H -0.163 -0.692 -9.032  0.095
H -0.033 -2.966 -8.077  0.099
H 0.375 -3.262 -5.628  0.076
O -1.735 3.767 0.499  0.073
C -1.192 3.888 1.721  -0.263
C -1.413 5.080 2.414  -0.018
C -0.887 5.257 3.678  -0.091
C -0.131 4.256 4.287  -0.097
C 0.086 3.076 3.607  -0.017
C -0.430 2.877 2.327  -0.065
C -0.180 1.588 1.645  -0.555
O 0.424 0.647 2.193  -0.020
O -0.637 1.419 0.445  -0.121
H -1.501 2.872 0.162  0.084
H -2.004 5.849 1.934  0.113
H -1.069 6.189 4.200  0.099
H 0.274 4.402 5.279  0.094
H 0.660 2.269 4.044  0.120

Summary:
2S+1: 2
E_LUMO (alpha / beta): 2.481 / 2.485 eV
frontier orbital gap (alpha / beta): 6.887 / 6.191 eV
molar mass: 911.13 g/mol
net charge: -1



No. 3
Density functional theory data (ωB97M-V with the def2-TZVPD basis set) for a structure of composition C44H37As2BiN5O4 at a distorted geometry.

Each line ends with the Löwdin charge.
Geometry (Å):
Bi 0.164 0.073 -0.504  1.802
O 2.660 -3.241 -0.574  0.159
C 2.211 -2.213 -1.000  -0.441
N 0.848 -1.919 -1.125  -0.048
C -0.006 -2.852 -1.661  -0.444
O 0.322 -3.838 -2.279  0.121
C -1.460 -2.522 -1.447  -0.190
C -2.415 -3.494 -1.695  0.032
C -3.733 -3.222 -1.365  -0.015
C -4.049 -1.984 -0.821  -0.021
C -3.043 -1.048 -0.663  -0.124
N -1.776 -1.316 -0.979  -0.037
C 3.087 -1.093 -1.489  -0.198
C 4.315 -1.397 -2.059  0.031
C 5.046 -0.373 -2.636  -0.022
C 4.559 0.924 -2.556  -0.031
C 3.347 1.139 -1.924  -0.120
N 2.599 0.147 -1.442  0.006
H -2.089 -4.431 -2.121  0.130
H -4.496 -3.973 -1.521  0.120
H -5.057 -1.751 -0.509  0.116
H -3.243 -0.056 -0.273  0.097
H 4.658 -2.422 -2.048  0.132
H 5.982 -0.579 -3.137  0.120
H 5.105 1.758 -2.973  0.115
H 2.966 2.145 -1.796  0.108
O -0.739 -0.777 1.393  -0.316
N 0.035 -1.028 2.391  0.027
N 1.243 -0.706 2.253  -0.196
O 1.727 -0.142 1.164  -0.294
C 2.156 -0.958 3.332  -0.166
C 1.684 -1.416 4.559  -0.012
C 2.590 -1.642 5.579  -0.063
C 3.945 -1.409 5.380  -0.069
C 4.399 -0.949 4.154  -0.062
C 3.505 -0.718 3.122  -0.007
H 0.627 -1.581 4.697  0.110
H 2.239 -2.000 6.537  0.112
H 4.645 -1.585 6.185  0.110
H 5.455 -0.771 4.004  0.111
H 3.835 -0.356 2.160  0.112
C 0.044 3.207 -1.457  -0.467
C 0.156 3.750 -0.017  -0.425
As -0.312 2.518 1.484  1.251
C 0.006 3.841 2.914  -0.379
C -0.534 5.122 2.904  -0.104
C -0.228 6.013 3.920  -0.073
C 0.608 5.630 4.960  -0.077
C 1.119 4.342 4.998  -0.080
C 0.820 3.454 3.975  -0.124
C -2.272 2.673 1.478  -0.428
C -2.984 3.656 0.796  -0.167
C -4.370 3.666 0.810  -0.074
C -5.062 2.686 1.509  -0.078
C -4.364 1.716 2.213  -0.081
C -2.975 1.713 2.200  -0.131
As -1.667 2.264 -1.838  1.235
C -2.605 3.634 -2.920  -0.363
C -3.860 3.270 -3.407  -0.128
C -4.571 4.116 -4.241  -0.075
C -4.051 5.357 -4.576  -0.076
C -2.835 5.756 -4.044  -0.076
C -2.117 4.899 -3.220  -0.106
C -1.171 1.056 -3.307  -0.437
C 0.120 0.849 -3.785  -0.146
C 0.393 -0.183 -4.676  -0.072
C -0.625 -1.015 -5.112  -0.065
C -1.926 -0.799 -4.670  -0.066
C -2.189 0.219 -3.770  -0.139
H 0.852 2.505 -1.651  -0.024
H 0.183 4.026 -2.161  0.059
H -0.453 4.648 0.085  0.046
H 1.185 4.058 0.180  0.074
H -1.207 5.426 2.110  0.092
H -0.647 7.011 3.902  0.108
H 0.861 6.335 5.741  0.108
H 1.749 4.029 5.820  0.107
H 1.220 2.445 3.993  0.086
H -2.469 4.429 0.237  0.082
H -4.908 4.438 0.274  0.110
H -6.144 2.686 1.512  0.107
H -4.902 0.958 2.768  0.107
H -2.429 0.953 2.748  0.091
H -4.282 2.311 -3.128  0.087
H -5.533 3.807 -4.630  0.109
H -4.592 6.017 -5.240  0.109
H -2.436 6.735 -4.272  0.108
H -1.170 5.243 -2.825  0.085
H 0.929 1.511 -3.498  0.081
H 1.405 -0.335 -5.030  0.111
H -0.407 -1.825 -5.794  0.113
H -2.730 -1.437 -5.013  0.113
H -3.202 0.370 -3.414  0.087

Summary:
2S+1: 1
E_LUMO: -2.679 eV
frontier orbital gap: 8.245 eV
molar mass: 1058.63 g/mol
net charge: +1



No. 4
Density functional theory data (ωB97M-V with the def2-TZVPD basis set) for a structure of composition C44H37As2BiN5O4.

Each line ends with the Löwdin charge.
Geometry (Å):
Bi 1.301 0.238 0.602  1.825
O 5.331 0.788 1.005  0.089
C 4.410 -0.001 0.838  -0.497
N 3.555 0.038 -0.225  -0.035
C 3.837 1.172 -0.999  -0.493
O 4.262 1.159 -2.124  0.140
C 3.435 2.465 -0.352  -0.198
C 4.189 3.622 -0.456  0.040
C 3.709 4.769 0.148  -0.010
C 2.482 4.730 0.801  -0.017
C 1.787 3.539 0.848  -0.096
N 2.271 2.424 0.294  -0.006
C 4.204 -1.144 1.794  -0.207
C 5.307 -1.594 2.504  0.020
C 5.158 -2.688 3.339  -0.028
C 3.909 -3.277 3.437  -0.035
C 2.860 -2.731 2.718  -0.126
N 2.985 -1.679 1.907  0.057
H 5.127 3.593 -0.990  0.137
H 4.277 5.689 0.109  0.123
H 2.067 5.610 1.271  0.118
H 0.818 3.467 1.318  0.101
H 6.250 -1.083 2.381  0.126
H 5.999 -3.074 3.898  0.118
H 3.740 -4.143 4.060  0.114
H 1.881 -3.182 2.796  0.085
O 1.441 0.979 2.761  -0.281
N 0.416 1.556 3.279  0.028
N -0.528 1.822 2.485  -0.209
O -0.459 1.553 1.192  -0.345
C -1.732 2.425 2.979  -0.186
C -2.771 2.625 2.085  -0.016
C -3.950 3.180 2.560  -0.059
C -4.076 3.524 3.897  -0.067
C -3.018 3.316 4.772  -0.062
C -1.832 2.761 4.323  -0.014
H -2.662 2.335 1.050  0.106
H -4.773 3.339 1.877  0.111
H -4.998 3.956 4.260  0.111
H -3.115 3.585 5.815  0.112
H -1.008 2.588 4.997  0.113
C -0.148 -2.407 -0.961  -0.437
C 0.564 -1.798 -2.168  -0.428
As 0.715 0.165 -2.340  1.214
C -1.076 0.758 -2.763  -0.466
C -1.892 0.056 -3.646  -0.135
C -3.189 0.485 -3.879  -0.077
C -3.672 1.620 -3.242  -0.068
C -2.852 2.336 -2.383  -0.075
C -1.555 1.907 -2.145  -0.139
C 1.668 0.287 -4.024  -0.376
C 2.872 -0.394 -4.182  -0.126
C 3.541 -0.333 -5.394  -0.065
C 3.020 0.414 -6.440  -0.071
C 1.830 1.106 -6.277  -0.074
C 1.149 1.044 -5.070  -0.101
As -1.777 -1.453 -0.304  1.305
C -3.059 -2.889 -0.553  -0.404
C -3.362 -3.821 0.433  -0.099
C -4.269 -4.837 0.173  -0.076
C -4.872 -4.932 -1.071  -0.079
C -4.574 -4.003 -2.058  -0.079
C -3.675 -2.980 -1.797  -0.121
C -1.581 -1.512 1.634  -0.457
C -0.517 -2.073 2.323  -0.167
C -0.437 -1.992 3.709  -0.076
C -1.445 -1.365 4.421  -0.068
C -2.525 -0.811 3.743  -0.073
C -2.585 -0.871 2.361  -0.130
H 0.561 -2.586 -0.151  0.025
H -0.516 -3.394 -1.250  0.076
H 0.122 -2.145 -3.105  0.071
H 1.606 -2.131 -2.180  0.065
H -1.522 -0.828 -4.155  0.108
H -3.825 -0.062 -4.563  0.111
H -4.685 1.952 -3.426  0.109
H -3.221 3.232 -1.899  0.107
H -0.925 2.459 -1.456  0.087
H 3.308 -0.944 -3.359  0.095
H 4.476 -0.862 -5.517  0.111
H 3.547 0.462 -7.384  0.109
H 1.427 1.695 -7.090  0.108
H 0.216 1.583 -4.953  0.098
H -2.897 -3.755 1.411  0.098
H -4.504 -5.557 0.946  0.108
H -5.578 -5.726 -1.271  0.107
H -5.050 -4.068 -3.028  0.106
H -3.466 -2.241 -2.563  0.080
H 0.259 -2.589 1.778  0.054
H 0.412 -2.422 4.226  0.099
H -1.393 -1.306 5.500  0.111
H -3.315 -0.318 4.294  0.113
H -3.420 -0.409 1.843  0.106

Summary:
2S+1: 1
E_LUMO: -2.786 eV
frontier orbital gap: 7.826 eV
molar mass: 1058.63 g/mol
net charge: +1



No. 5
Density functional theory data (ωB97M-V with the def2-TZVPD basis set) for a structure of composition C44H37Co2NO6P at a distorted geometry.

Each line ends with the Löwdin charge.
Geometry (Å):
C 6.827 0.274 -2.424  -0.176
C 5.534 -0.259 -1.819  -0.145
N 5.712 -1.616 -1.318  -0.073
C 4.624 -2.252 -0.770  -0.286
C 3.527 -1.554 -0.296  0.046
C 4.754 -3.754 -0.691  -0.198
C 4.932 -4.522 -1.864  -0.054
C 5.248 -5.879 -1.781  -0.079
C 5.383 -6.483 -0.524  -0.087
C 5.115 -5.751 0.642  -0.078
C 4.777 -4.395 0.553  -0.039
C 6.975 -2.340 -1.491  -0.122
C 8.216 -1.463 -1.638  -0.179
O 7.944 -0.069 -1.598  -0.133
H 6.941 -0.118 -3.454  0.130
H 6.847 1.372 -2.415  0.130
H 5.215 0.422 -1.013  0.117
H 4.762 -0.247 -2.605  0.130
H 2.752 -2.126 0.203  0.039
H 3.436 -0.470 -0.396  0.033
H 4.820 -4.045 -2.840  0.120
H 5.404 -6.453 -2.698  0.106
H 5.655 -7.538 -0.457  0.103
H 5.175 -6.222 1.626  0.104
H 4.560 -3.801 1.442  0.115
H 7.158 -3.025 -0.647  0.132
H 6.931 -2.976 -2.391  0.111
H 8.918 -1.653 -0.817  0.127
H 8.698 -1.723 -2.597  0.123
O 0.084 -1.957 -2.250  0.165
C -0.834 -2.333 -1.645  -0.108
Co -2.258 -2.886 -0.746  0.178
C -3.102 -3.799 -1.992  -0.078
O -3.578 -4.429 -2.836  0.188
C -1.773 -4.171 0.334  -0.086
O -1.462 -5.019 1.068  0.162
C -2.554 -1.351 0.579  -0.217
C -1.366 -0.642 0.894  -0.295
C -0.349 -0.805 1.773  -0.048
C 0.512 0.239 2.257  -0.237
C 1.156 0.057 3.509  -0.034
C 2.084 0.983 3.947  -0.077
C 2.391 2.119 3.177  -0.072
C 1.679 2.361 1.998  -0.074
C 0.717 1.454 1.558  -0.040
Co -2.221 0.046 -0.527  0.069
C -0.931 0.929 -1.311  -0.119
O -0.118 1.488 -1.931  0.182
C -3.051 -0.343 -2.033  -0.163
O -3.518 -0.497 -3.081  0.181
P -3.606 1.639 0.075  1.140
C -2.975 3.317 -0.339  -0.335
C -2.781 4.340 0.605  -0.058
C -2.284 5.587 0.203  -0.055
C -1.984 5.829 -1.141  -0.059
C -2.157 4.811 -2.082  -0.058
C -2.637 3.562 -1.681  -0.117
C -5.248 1.641 -0.774  -0.341
C -5.880 2.812 -1.227  -0.059
C -7.161 2.751 -1.792  -0.055
C -7.826 1.526 -1.912  -0.059
C -7.189 0.355 -1.492  -0.063
C -5.900 0.408 -0.951  -0.114
C -4.102 1.779 1.853  -0.311
C -5.441 1.709 2.286  -0.061
C -5.760 1.885 3.638  -0.062
C -4.750 2.112 4.575  -0.062
C -3.412 2.087 4.170  -0.058
C -3.088 1.897 2.822  -0.098
H -3.348 -1.486 1.330  0.095
H -0.316 -1.757 2.323  0.127
H 0.892 -0.830 4.095  0.117
H 2.594 0.828 4.899  0.109
H 3.146 2.833 3.508  0.107
H 1.878 3.256 1.410  0.108
H 0.146 1.640 0.651  0.070
H -3.038 4.180 1.651  0.102
H -2.144 6.379 0.942  0.115
H -1.615 6.807 -1.459  0.115
H -1.927 4.987 -3.135  0.116
H -2.782 2.778 -2.427  0.109
H -5.381 3.779 -1.142  0.111
H -7.644 3.668 -2.132  0.114
H -8.831 1.482 -2.338  0.115
H -7.694 -0.609 -1.584  0.113
H -5.403 -0.516 -0.643  0.100
H -6.240 1.539 1.562  0.103
H -6.803 1.850 3.957  0.114
H -5.002 2.288 5.622  0.114
H -2.612 2.221 4.899  0.114
H -2.040 1.857 2.508  0.102

Summary:
2S+1: 1
E_LUMO: -5.547 eV
frontier orbital gap: 3.523 eV
molar mass: 824.62 g/mol
net charge: +1